The following is a DFT calculation (wB97M-V/def2-TZVPD) of an isolated ion of composition C3H7O2S and charge -1 in a non-equilibrium geometry.

## Properties
Relative energy (zero: lowest compared OMol25 entry of this formula, charge and spin) = 4.784 eV
HOMO-LUMO gap = 7.3689 eV
SMILES = CC=[S@@](C)(=O)[O-]
HOMO energy = -3.3 eV
Charge = -1

Last column: Mulliken charge in e.
Geometry (Å):
C 1.436 1.600 0.077  -0.77
C 0.212 1.111 -0.684  -0.51
S -0.866 0.075 0.110  0.84
C -0.762 -1.872 0.176  -0.91
O -1.123 0.452 1.467  -0.66
O -2.330 0.022 -0.845  -0.75
H 2.000 2.355 -0.460  0.29
H 2.261 0.838 0.263  0.19
H 0.967 1.932 0.912  0.30
H 0.356 0.486 -1.588  0.18
H -1.037 -2.387 -0.813  0.26
H 0.280 -2.356 0.419  0.25
H -1.393 -2.255 0.967  0.29

The following is a DFT calculation (wB97M-V/def2-TZVPD) of C2H3LiO2Sc as an isolated structure in a non-equilibrium geometry.

## Properties
HOMO-LUMO gap (alpha / beta) = 6.9916 / 5.9439 eV
HOMO energy (alpha / beta) = -11.8 / -11.5 eV
Charge = +1

Last column: Mulliken charge in e.
Geometry (Å):
H -0.149 -1.659 -0.040  0.47
O 1.208 0.027 0.260  -0.77
C -0.038 -0.508 0.150  -0.27
C -1.009 0.309 -0.332  0.02
O -0.779 1.620 -0.534  -0.64
Li 2.658 0.323 -0.780  0.83
Sc 0.940 2.063 0.344  0.96
H -0.917 -2.056 1.715  0.05
H -1.913 -0.119 -0.784  0.34

The following is a DFT calculation (wB97M-V/def2-TZVPD) of one molecule with the formula C15H14ClNO5S2 in a non-equilibrium geometry.

## Properties
HOMO-LUMO gap = 8.6609 eV
SMILES = Cc1ccc(S(=O)(=O)NCC(=O)OCC(=O)c2ccc(Cl)s2)cc1
HOMO energy = -8.7 eV

Last column: Mulliken charge in e.
Geometry (Å):
C 3.208 -0.603 -5.386  -1.47
C 2.715 -0.754 -3.981  0.86
C 1.684 0.048 -3.501  -0.82
C 1.211 -0.106 -2.209  -0.01
C 1.774 -1.068 -1.396  0.13
S 1.215 -1.261 0.288  1.05
O -0.012 -0.542 0.460  -0.24
O 1.278 -2.640 0.663  -0.74
N 2.368 -0.479 1.212  -0.31
C 2.537 0.933 0.969  -0.61
C 1.204 1.632 1.238  0.72
O 0.670 1.698 2.308  -0.60
O 0.776 2.229 0.127  -0.29
C -0.472 2.926 0.165  -0.89
C -1.521 2.081 -0.576  0.76
O -1.697 2.236 -1.768  -0.64
C -2.209 1.078 0.197  0.23
C -3.009 0.086 -0.337  -0.54
C -3.493 -0.809 0.615  -0.63
C -3.063 -0.486 1.878  0.38
Cl -3.440 -1.331 3.303  -0.19
S -2.057 0.903 1.915  -0.17
C 2.796 -1.881 -1.850  -0.83
C 3.263 -1.722 -3.142  -0.72
H 3.026 0.403 -5.756  0.37
H 2.683 -1.302 -6.036  0.30
H 4.271 -0.820 -5.450  0.38
H 1.244 0.798 -4.141  0.44
H 0.407 0.504 -1.830  0.33
H 3.223 -1.008 1.280  0.32
H 3.270 1.326 1.677  0.41
H 2.853 1.155 -0.060  0.29
H -0.317 3.861 -0.380  0.34
H -0.759 3.113 1.204  0.56
H -3.208 0.023 -1.392  0.50
H -4.118 -1.656 0.401  0.46
H 3.196 -2.637 -1.193  0.48
H 4.058 -2.355 -3.508  0.40

The following is a DFT calculation (wB97M-V/def2-TZVPD) of C32H66NbO8 as an isolated structure in a non-equilibrium geometry.

## Properties
HOMO-LUMO gap = 6.4083 eV
HOMO energy = -4.7 eV
Charge = -1

Last column: Mulliken charge in e.
Geometry (Å):
C 2.310 1.342 2.473  -0.30
C 2.414 1.511 1.283  0.46
C 2.356 1.703 -0.150  -1.33
Nb 2.963 -0.109 -1.415  -1.09
C 1.386 -1.487 -0.575  -1.14
C 0.122 -0.710 -0.147  0.30
C -1.156 -1.560 -0.131  -0.80
C -2.356 -0.669 0.291  -0.58
C -3.073 -0.023 -0.920  -0.86
H 2.212 1.206 3.521  0.41
H 1.363 2.020 -0.479  0.33
H 3.042 2.523 -0.396  0.28
H 4.176 -0.557 -0.113  0.17
H 3.678 -1.478 -2.410  -0.02
H 1.802 0.320 -2.818  -0.01
H 4.173 1.003 -2.294  0.07
H 1.132 -2.291 -1.273  0.49
H 1.833 -1.984 0.295  0.19
H 0.257 -0.342 0.871  0.29
H -0.058 0.127 -0.829  0.08
H -1.369 -1.942 -1.131  0.44
H -1.058 -2.368 0.597  0.24
H -1.947 0.141 0.900  0.32
H -3.071 -1.224 0.901  0.42
H -4.050 -0.488 -1.047  0.16
H -3.225 1.047 -0.796  0.10
H -2.517 -0.223 -1.837  0.41
C 3.316 -4.646 2.751  -1.05
C 2.125 -5.046 1.917  0.94
O 2.061 -4.795 0.738  -0.55
C 1.014 -5.781 2.633  -1.23
H 4.036 -4.122 2.125  0.26
H 3.006 -3.984 3.561  0.39
H 3.785 -5.536 3.175  0.24
H 0.612 -5.159 3.436  0.33
H 1.398 -6.707 3.064  0.34
H 0.219 -6.012 1.927  0.32
C -5.834 2.837 -0.075  -1.09
C -6.267 2.121 -1.334  0.94
O -6.111 0.929 -1.458  -0.49
C -6.897 2.970 -2.406  -0.88
H -5.398 2.122 0.619  0.28
H -5.092 3.601 -0.315  0.35
H -6.695 3.318 0.394  0.25
H -6.198 3.742 -2.733  0.35
H -7.793 3.451 -2.005  0.08
H -7.164 2.346 -3.256  0.29
C 5.864 0.768 1.987  -0.51
C 7.115 0.086 2.483  0.65
O 7.071 -0.793 3.321  -0.63
C 8.448 0.521 1.911  -0.98
H 5.004 0.337 2.492  0.30
H 5.903 1.837 2.202  0.31
H 5.750 0.618 0.914  -0.02
H 8.611 1.580 2.112  0.28
H 8.465 0.363 0.836  0.21
H 9.241 -0.062 2.379  0.36
C -9.095 5.810 0.814  -1.20
C -9.787 4.871 -0.143  0.90
O -9.354 4.670 -1.255  -0.60
C -11.039 4.191 0.352  -1.17
H -8.211 6.230 0.338  0.29
H -9.770 6.620 1.096  0.42
H -8.796 5.273 1.716  0.32
H -11.790 4.937 0.616  0.34
H -10.814 3.591 1.236  0.33
H -11.435 3.544 -0.427  0.31
C 6.205 -7.112 1.583  -1.12
C 5.194 -8.092 2.125  0.91
O 4.571 -7.865 3.136  -0.56
C 4.992 -9.367 1.342  -1.17
H 6.255 -6.241 2.232  0.26
H 7.190 -7.580 1.534  0.39
H 5.916 -6.793 0.581  0.33
H 5.929 -9.923 1.284  0.34
H 4.658 -9.132 0.330  0.33
H 4.240 -9.981 1.834  0.30
C 1.491 6.054 -3.159  -1.03
C 0.416 5.140 -2.616  0.87
O -0.223 5.437 -1.633  -0.57
C 0.189 3.852 -3.363  -1.00
H 1.560 6.944 -2.538  0.30
H 2.452 5.537 -3.157  0.24
H 1.251 6.346 -4.183  0.32
H 1.102 3.254 -3.373  0.27
H -0.114 4.062 -4.391  0.41
H -0.597 3.282 -2.873  0.18
C -7.061 -1.740 0.069  -0.77
C -8.046 -2.806 0.470  0.67
O -8.772 -2.685 1.431  -0.57
C -8.087 -4.047 -0.392  -1.10
H -7.124 -0.905 0.762  0.28
H -6.045 -2.138 0.085  0.24
H -7.281 -1.378 -0.936  0.30
H -7.111 -4.534 -0.392  0.32
H -8.345 -3.779 -1.418  0.31
H -8.833 -4.737 -0.003  0.30
C 6.040 3.690 -1.500  -0.55
C 7.302 3.028 -1.014  0.59
O 7.276 2.159 -0.178  -0.34
C 8.604 3.505 -1.621  -1.24
H 5.180 3.257 -0.996  -0.18
H 6.085 4.761 -1.285  0.38
H 5.930 3.535 -2.574  0.37
H 8.741 4.570 -1.423  0.33
H 8.592 3.346 -2.700  0.33
H 9.433 2.950 -1.186  0.30

The following is a DFT calculation (wB97M-V/def2-TZVPD) of one molecule with the formula C6H12O.

## Properties
Relative energy (zero: lowest compared OMol25 entry of this formula, charge and spin) = 2.599 eV
HOMO-LUMO gap = 9.4299 eV
HOMO energy = -8.5 eV

Last column: Mulliken charge in e.
Geometry (Å):
C -1.434 0.354 -1.687  -1.26
C -0.910 0.461 -0.257  -0.49
C 0.496 -0.124 -0.060  0.51
C 1.572 0.670 -0.801  -1.58
C 0.823 -0.230 1.455  -0.36
C 0.387 -1.607 1.876  -0.63
O -0.843 -1.498 2.351  -0.30
H -1.421 -0.688 -2.029  0.32
H -0.830 0.942 -2.388  0.30
H -2.465 0.717 -1.756  0.37
H -1.602 -0.053 0.422  0.29
H -0.900 1.515 0.059  0.31
H 1.371 0.706 -1.877  0.40
H 1.622 1.702 -0.433  0.31
H 2.558 0.213 -0.662  0.42
H 0.323 0.580 2.007  0.33
H 1.904 -0.149 1.607  0.38
H 0.496 -1.146 -0.471  0.24
H -1.148 -2.393 2.560  0.43

The following is a DFT calculation (wB97M-V/def2-TZVPD) of C25H42BrNNiOP2 as an isolated structure in a non-equilibrium geometry.

## Properties
Relative energy (zero: lowest compared OMol25 entry of this formula, charge and spin) = 0.000 eV
HOMO-LUMO gap (alpha / beta) = 5.5402 / 3.5339 eV
HOMO energy (alpha / beta) = -12.5 / -12.5 eV
Charge = +2
Multiplicity = 3

Last column: Mulliken charge in e.
Geometry (Å):
N -7.019 5.528 -4.604  -0.56
C -6.805 6.096 -3.410  -0.31
C -5.995 5.501 -2.428  -0.48
C -5.363 4.267 -2.700  0.76
C -5.689 3.649 -3.929  -0.45
C -6.484 4.328 -4.858  -0.34
C -4.387 3.687 -1.790  -0.19
Ni 0.575 -0.073 1.205  -0.52
P 5.866 -0.897 0.967  0.37
C -3.506 2.727 -2.174  -0.45
C -2.564 2.061 -1.307  1.08
C -1.415 1.495 -1.888  -0.69
C -0.471 0.836 -1.116  -0.12
C -0.767 0.675 0.252  0.27
C -1.849 1.304 0.892  -0.45
C -2.751 2.002 0.089  -0.84
Br 2.052 0.261 2.846  -0.57
H -4.347 4.110 -0.784  0.31
H -3.436 2.489 -3.241  0.25
H -5.846 6.022 -1.488  0.35
H -5.319 2.664 -4.187  0.35
H -7.292 7.067 -3.234  0.35
H -6.699 3.891 -5.840  0.35
H -1.290 1.618 -2.961  0.43
H -3.627 2.494 0.517  0.29
H 0.441 0.449 -1.580  0.54
H -2.009 1.207 1.974  0.59
P -0.550 -1.827 0.794  0.69
C 5.375 0.863 1.191  -0.21
C 6.480 1.826 0.728  -1.26
H 5.170 1.008 2.261  0.40
H 4.441 1.030 0.636  0.20
H 6.295 2.831 1.122  0.37
H 7.470 1.514 1.082  0.38
H 6.520 1.900 -0.363  0.34
C 5.185 -1.335 -0.680  0.15
C 5.924 -2.485 -1.378  -1.23
H 5.283 -0.421 -1.283  0.45
H 4.118 -1.569 -0.549  -0.29
H 5.621 -2.535 -2.431  0.38
H 7.012 -2.345 -1.358  0.38
H 5.695 -3.457 -0.927  0.34
C 4.851 -1.858 2.164  0.49
C 5.663 -2.043 3.450  -1.36
H 4.637 -2.840 1.712  0.40
H 3.898 -1.335 2.379  -0.49
H 5.184 -2.759 4.126  0.38
H 6.669 -2.419 3.225  0.40
H 5.773 -1.096 3.991  0.35
C -0.378 -2.925 2.251  -0.50
C -1.307 -4.141 2.306  -1.18
H -0.518 -2.276 3.128  0.38
H 0.671 -3.255 2.253  0.46
H -2.306 -3.876 2.669  0.31
H -1.446 -4.614 1.328  0.32
H -0.892 -4.900 2.983  0.40
C 0.568 -2.531 -0.472  0.11
C 0.062 -2.487 -1.911  -1.37
H 0.764 -3.562 -0.157  0.58
H 1.513 -1.968 -0.375  -0.29
H -0.662 -3.283 -2.117  0.37
H -0.402 -1.527 -2.161  0.33
H 0.908 -2.631 -2.591  0.40
C -2.246 -1.955 0.187  -0.65
C -3.334 -1.605 1.203  -1.29
H -2.387 -2.971 -0.203  0.73
H -2.303 -1.284 -0.680  0.40
H -4.042 -0.901 0.752  0.30
H -3.923 -2.482 1.499  0.40
H -2.931 -1.151 2.121  0.23
O -2.062 0.062 3.903  -0.56
H -2.814 0.079 4.523  0.27
H -1.251 0.078 4.448  0.26